1.
Below is a cluster of 2 separate species, C3H11N2S2 in total in a non-equilibrium geometry, with properties calculated with ωB97M-V/def2-TZVPD.

Each line ends with the natural charge from an NBO analysis.
CARTESIAN COORDINATES (ANGSTROEM)
N (-1.12, 0.95, -0.59)  -0.7261
H (-0.67, -1.48, 3.31)  0.2477
H (-0.44, 0.62, 0.10)  0.4365
C (-0.96, -1.27, 2.29)  -0.7347
C (2.27, 0.89, 0.10)  -0.7460
N (-0.43, -0.59, -2.17)  -0.7098
H (-1.64, -2.03, 1.89)  0.2478
H (-0.45, -0.95, -3.11)  0.4382
H (1.52, 1.33, -0.57)  0.1956
C (-1.13, 0.45, -1.81)  0.3967
H (2.98, 1.66, 0.37)  0.2642
S (0.46, -1.33, 1.17)  0.0350
H (2.81, 0.10, -0.42)  0.2334
H (0.19, -1.04, -1.51)  0.4346
H (-1.78, 0.93, -2.53)  0.2317
H (-1.50, -0.33, 2.25)  0.2220
S (1.56, 0.32, 1.67)  0.1005
H (-1.67, 1.77, -0.47)  0.4328

Summary:
Orbital gap ... 8.4 eV
LUMO energy ... -3.454 eV
ΔE to the lowest compared entry with this formula, charge and spin ... 0.276 eV
2S+1 ... 1
Net charge ... +1
Energy ... -1026.559912 Eh

=====

2.
Below is a cluster of 2 separate species, C3H11N3 in total in a non-equilibrium geometry, with properties calculated with ωB97M-V/def2-TZVPD.

Each line ends with the Löwdin spin population.
CARTESIAN COORDINATES (ANGSTROEM)
H (1.91, 0.39, 1.75)  0.0294
N (2.78, 1.55, -0.22)  0.0269
N (-1.45, -0.59, -0.89)  0.0371
H (-2.37, 0.82, 0.31)  0.0126
H (3.66, -0.38, -0.41)  0.0640
H (-1.26, -1.59, -0.88)  0.0512
C (3.08, 0.38, 0.12)  0.3018
H (-4.10, -1.61, -0.30)  0.0173
H (-2.24, -0.83, 1.00)  0.0335
H (3.35, -0.47, 1.91)  0.0794
H (-1.78, -0.36, -1.83)  0.0175
C (-3.91, -0.53, -0.32)  0.0869
H (3.13, 1.80, -1.15)  0.0362
C (-2.46, -0.24, 0.09)  0.1088
N (2.59, -0.20, 1.29)  0.0754
H (-4.09, -0.20, -1.36)  0.0087
H (-4.61, -0.05, 0.37)  0.0135

Summary:
Orbital gap (alpha / beta) ... 2.2 / 9.8 eV
LUMO energy (alpha / beta) ... 3.750 / 3.897 eV
ΔE to the lowest compared entry with this formula, charge and spin ... 0.535 eV
2S+1 ... 2
Net charge ... -1
<S²> ... 0.75
Energy ... -285.088541 Eh

=====

3.
Below is a cluster of 2 separate species, C3H11N3 in total in a non-equilibrium geometry, with properties calculated with ωB97M-V/def2-TZVPD.

Each line ends with the Löwdin spin population.
CARTESIAN COORDINATES (ANGSTROEM)
H (-0.91, -0.97, -2.33)  0.0426
H (0.59, -0.66, -0.44)  0.0170
H (0.20, 2.19, 0.77)  0.0305
H (-2.11, 0.83, 1.91)  0.0803
H (-1.11, 1.03, 3.82)  0.0355
C (-1.10, 1.20, 1.99)  0.2871
N (-0.52, 1.47, 3.09)  0.0289
H (0.16, 0.43, -2.73)  0.0337
H (-1.25, 2.04, -0.02)  0.1264
H (1.94, -2.73, -0.74)  0.0099
N (1.15, -2.50, -1.35)  0.0222
H (0.31, -2.76, -0.83)  0.0320
H (2.01, -0.61, -1.58)  0.0079
N (-0.70, 1.75, 0.78)  0.0732
C (1.00, -0.99, -1.39)  0.0677
C (0.11, -0.65, -2.57)  0.1008
H (0.56, -1.17, -3.42)  0.0042

Summary:
Orbital gap (alpha / beta) ... 3.0 / 9.5 eV
LUMO energy (alpha / beta) ... 4.222 / 4.060 eV
ΔE to the lowest compared entry with this formula, charge and spin ... 0.400 eV
2S+1 ... 2
Net charge ... -1
<S²> ... 0.75
Energy ... -285.093488 Eh

=====

4.
Below is a cluster of 2 separate species, C3H11N3 in total, with properties calculated with ωB97M-V/def2-TZVPD.

Each line ends with the natural charge from an NBO analysis.
CARTESIAN COORDINATES (ANGSTROEM)
H (-0.31, 1.07, -1.37)  0.3422
H (-3.06, -1.38, 1.22)  0.3508
H (3.44, 1.55, -0.34)  0.2208
N (-0.98, -2.45, -0.27)  -0.8419
H (1.22, 0.60, 0.34)  0.1311
H (-0.51, -0.49, 0.11)  0.1685
H (-1.66, -1.16, 2.06)  0.3491
C (2.57, 2.20, -0.26)  -0.6720
H (2.62, 2.97, -1.03)  0.2303
C (1.33, 1.40, -0.41)  0.1482
H (-1.77, -3.07, -0.39)  0.3509
N (-2.18, -0.87, 1.24)  -0.8418
H (-0.40, -2.83, 0.48)  0.3492
C (-1.41, -1.10, 0.03)  -0.0618
H (-2.01, -0.75, -0.81)  0.1771
H (2.59, 2.67, 0.73)  0.2208
N (0.51, 1.66, -1.33)  -0.6216

Summary:
Orbital gap ... 10.1 eV
LUMO energy ... 0.919 eV
ΔE to the lowest compared entry with this formula, charge and spin ... 1.084 eV
2S+1 ... 1
Net charge ... 0
SMILES string ... [H]/N=C/C.NCN
Energy ... -285.137983 Eh

=====

5.
Below is a cluster of 2 separate species, C3H11N3 in total in a non-equilibrium geometry, with properties calculated with ωB97M-V/def2-TZVPD.

Each line ends with the natural charge from an NBO analysis.
CARTESIAN COORDINATES (ANGSTROEM)
H (2.45, -0.38, 1.47)  0.3628
N (1.17, 1.00, -1.21)  -0.8701
H (1.43, 0.47, -2.05)  0.3733
C (-2.86, 0.20, -0.09)  -0.3903
H (-3.60, -0.41, -0.59)  0.1941
H (-1.23, 0.39, 1.31)  0.1959
C (-2.09, -0.25, 0.88)  -0.3997
C (1.18, 0.19, -0.04)  0.2860
N (2.47, 0.12, 0.59)  -0.8678
H (0.39, 0.70, 0.74)  0.1022
H (3.19, -0.15, -0.07)  0.3674
H (1.62, 1.90, -1.06)  0.3815
H (0.47, -1.64, 0.47)  0.3570
N (0.66, -1.11, -0.36)  -0.8557
H (-0.26, -0.98, -0.81)  0.3720
H (-2.25, -1.24, 1.31)  0.1936
H (-2.74, 1.19, -0.50)  0.1977

Summary:
Orbital gap ... 10.1 eV
LUMO energy ... 1.139 eV
ΔE to the lowest compared entry with this formula, charge and spin ... 1.683 eV
2S+1 ... 1
Net charge ... 0
SMILES string ... NC(N)N.C=C
Energy ... -285.115962 Eh

=====

6.
Below is a cluster of 2 separate species, C3H11N3 in total in a non-equilibrium geometry, with properties calculated with ωB97M-V/def2-TZVPD.

Each line ends with the natural charge from an NBO analysis.
CARTESIAN COORDINATES (ANGSTROEM)
N (2.19, -1.28, 0.33)  -0.6252
H (1.49, 2.50, -0.34)  0.2202
H (-2.75, -0.34, -0.71)  0.2253
H (-1.44, 0.25, 1.63)  0.1840
H (-1.56, -1.76, -0.80)  0.2235
H (-0.76, -1.32, 1.57)  0.1707
C (-1.63, -0.70, -0.44)  -0.7083
H (-0.96, 0.07, -0.85)  0.2248
H (2.76, -0.83, 1.19)  0.3504
H (1.53, -1.78, 0.79)  0.3263
C (-1.06, -0.51, 0.97)  -0.2985
C (0.61, 1.86, -0.32)  -0.4808
H (0.25, 1.69, -1.32)  0.1760
N (0.95, 0.67, 0.47)  -0.2468
N (1.64, -0.19, -0.32)  -0.2817
H (1.05, -0.47, -1.14)  0.3296
H (-0.12, 2.54, 0.18)  0.2104

Summary:
Orbital gap (alpha / beta) ... 8.5 / 8.6 eV
LUMO energy (alpha / beta) ... 0.799 / 0.892 eV
ΔE to the lowest compared entry with this formula, charge and spin ... 6.211 eV
2S+1 ... 1
Net charge ... 0
Energy ... -284.949563 Eh

=====

7.
Below is a cluster of 2 separate species, C3H11N3 in total in a non-equilibrium geometry, with properties calculated with ωB97M-V/def2-TZVPD.

Each line ends with the natural charge from an NBO analysis.
CARTESIAN COORDINATES (ANGSTROEM)
N (0.12, 1.68, 1.30)  -0.9045
H (0.61, 1.45, 0.37)  0.3939
C (1.69, -0.90, -2.31)  -0.4519
H (-1.43, -0.94, -1.34)  0.1616
C (-0.21, 0.53, 2.07)  -0.0313
N (0.49, -1.25, -1.55)  -0.3719
H (2.30, -1.73, -2.66)  0.2059
H (0.41, -0.31, 1.81)  0.1567
C (-0.55, -0.51, -1.60)  -0.0719
H (2.20, -0.31, -1.69)  0.1991
H (-0.76, 0.49, -2.09)  0.1423
N (-1.57, 0.18, 1.92)  -0.8550
H (-0.42, 2.50, 1.56)  0.3916
H (-1.83, 0.18, 0.95)  0.3579
H (0.04, 0.75, 3.24)  0.1405
H (-1.64, -0.74, 2.38)  0.3545
H (1.64, -0.31, -3.20)  0.1825

Summary:
Orbital gap ... 9.8 eV
LUMO energy ... 0.983 eV
ΔE to the lowest compared entry with this formula, charge and spin ... 3.076 eV
2S+1 ... 1
Net charge ... 0
SMILES string ... C=NC.NCN
Energy ... -285.064787 Eh

=====

8.
Below is a structure of composition C3H11N3 in a non-equilibrium geometry, with properties calculated with ωB97M-V/def2-TZVPD.

Each line ends with the natural charge from an NBO analysis.
CARTESIAN COORDINATES (ANGSTROEM)
H (-1.99, -2.24, -0.72)  0.3426
N (-1.07, -0.45, -2.31)  -0.6952
H (-0.40, -2.31, -0.45)  0.3545
H (-0.99, 1.18, -1.01)  0.1724
C (-0.81, 0.10, -1.14)  0.1915
H (1.39, 1.39, 2.44)  0.2099
H (2.49, -0.26, 0.60)  0.1986
H (-1.96, -0.15, 0.59)  0.3879
N (-1.23, -0.58, 0.04)  -0.5027
C (1.35, 1.45, 1.35)  -0.6283
H (0.80, 0.19, -0.49)  0.1666
H (2.15, 2.11, 0.99)  0.2071
H (0.97, -0.68, 1.32)  0.2110
C (1.46, 0.09, 0.73)  -0.5131
N (-1.28, -2.00, -0.03)  -0.6476
H (-1.30, 0.27, -2.99)  0.3481
H (0.40, 1.92, 1.08)  0.1966

Summary:
Orbital gap ... 9.3 eV
LUMO energy ... 0.611 eV
ΔE to the lowest compared entry with this formula, charge and spin ... 4.048 eV
2S+1 ... 1
Net charge ... 0
Energy ... -285.029065 Eh

=====

Question: Look up the ΔE to the lowest compared entry with this formula, charge and spin of the fifth one.
Answer: 1.683 eV